Record 1
Density functional theory data (the ωB97M-V functional and the def2-TZVPD basis) for C2H2OS2 in the gas phase in a non-equilibrium geometry.

Summary:
LUMO level: -0.0211 Eh
total charge: 0
SMILES: C1OC12SS2
orbital gap: 7.779 eV
largest force on an atom: 0.1410 hartree/bohr

The geometry in XYZ format:
```
7
Properties=species:S:1:pos:R:3:forces:R:3
C -0.99349 0.21689 -0.24369 -1.4234 2.0643 0.6341
C 0.22876 -0.30014 0.28949 6.4917 -2.9358 -1.3427
O -0.00604 0.87087 0.72948 -1.6102 1.3197 1.5622
S 1.98310 -0.23965 -0.79997 -1.5942 -1.2947 1.3986
S 1.72772 -1.58993 0.92951 -2.8745 2.5092 -1.6117
H -2.01055 0.18594 0.22449 1.1871 -0.7210 -0.4462
H -0.92950 0.85602 -1.12931 -0.1765 -0.9417 -0.1943
```
Forces are in eV/Å.

Which charges does natural (NBO) predict for the atoms? In e, they are: -0.154, 0.217, -0.455, -0.107, 0.054, 0.226, 0.220

Record 2
Density functional theory data (the ωB97M-V functional and the def2-TZVPD basis) for 2 unconnected molecules or ions with the total composition C2H2S2 in a non-equilibrium geometry.

Summary:
LUMO level: -0.0363 Eh
total charge: 0
orbital gap: 7.966 eV
largest force on an atom: 0.0763 hartree/bohr

The geometry in XYZ format:
```
6
Properties=species:S:1:pos:R:3:forces:R:3
C -3.06005 -0.23572 0.82215 -0.6289 0.1346 -0.6692
C -0.53706 2.17304 -0.57889 0.1696 -1.4894 3.6240
S -3.82638 0.18252 -0.44529 0.2332 -0.2998 0.6836
S -0.39343 0.78897 0.31370 -0.0006 2.0732 -1.3906
H -0.75830 3.14100 -0.15337 -0.2670 0.0388 0.6325
H -0.34442 2.28320 -1.57376 0.4935 -0.4575 -2.8803
```
Forces are in eV/Å.

Which charges does natural (NBO) predict for the atoms? In e, they are: -0.161, -0.433, 0.152, 0.093, 0.179, 0.170

Record 3
Density functional theory data (the ωB97M-V functional and the def2-TZVPD basis) for a molecular structure, C2H30HfO14 in a non-equilibrium geometry.

Summary:
LUMO level: -0.2853 Eh
total charge: +2
orbital gap: 7.751 eV
largest force on an atom: 0.1086 hartree/bohr

The geometry in XYZ format:
```
47
Properties=species:S:1:pos:R:3:forces:R:3
Hf 2.39912 -1.49996 0.35999 -5.4997 0.5733 0.7909
C -0.61471 -0.63427 -0.22858 0.6166 -0.4621 1.3733
O 0.78490 -0.56978 -0.19316 2.2779 -1.1971 -0.4594
H -0.89202 -0.08280 0.69654 -0.7124 -0.2855 -0.8196
H -0.93589 -1.69300 -0.17779 -0.1819 0.5195 -0.1064
H -0.92351 -0.16368 -1.13994 -0.5293 0.1656 -0.3059
C 0.38781 -2.74905 2.40792 -0.6261 1.3146 1.6402
O 1.51592 -2.64574 1.65379 2.3940 0.0864 -2.2727
H 0.71165 -2.45972 3.40326 -0.5966 0.0126 0.5395
H -0.07783 -3.69353 2.49092 -0.0284 -1.4428 -0.2750
H -0.38880 -2.06344 2.06360 0.0230 0.2027 0.0086
O 3.20694 0.51115 0.26109 1.6960 0.9852 -0.2984
H 2.72508 1.35821 0.24455 -1.3064 0.1120 0.5946
H 3.82711 0.70381 -0.46095 0.2838 -0.2898 0.2260
O -3.10418 -0.34067 1.58271 -1.3695 1.7067 0.4479
H -2.54556 -1.03876 1.36473 1.3364 -2.1276 -0.0322
H -3.09506 -0.19195 2.53343 -0.3083 -0.2843 -0.1501
O 1.34988 -3.13315 -0.99594 1.7132 0.5512 2.3041
H 1.15736 -4.03598 -0.79999 -0.1958 -1.1573 0.4583
H 1.00015 -2.94670 -1.82577 -0.9045 0.7113 -2.6520
O -2.27951 2.35350 1.16733 1.0973 -0.2452 1.7218
H -2.47377 1.68110 0.53766 -0.6823 -0.1433 -0.9712
H -1.92543 1.80737 1.91743 -0.5631 1.5116 -1.2045
O 1.89885 1.37782 -2.46087 0.1704 -0.2022 0.0947
H 2.35396 2.18944 -2.67295 0.7665 0.3167 -0.4194
H 1.05880 1.75954 -2.18688 -0.7027 -0.3897 0.2492
O 1.50745 0.04248 2.18493 -0.1745 0.0892 1.0127
H 0.61979 0.47658 2.27798 0.3131 -0.1477 -0.5993
H 1.59037 -0.24941 3.10404 0.5462 -0.1718 0.0020
O 2.93477 -1.04562 -1.69733 1.0586 -1.0845 -0.4388
H 2.53034 -0.21351 -1.98950 -0.8761 1.1764 -0.6312
H 3.80226 -1.08768 -2.10316 0.3246 -0.2864 -0.6041
O 0.85821 2.32495 0.03996 1.4411 0.5632 0.9550
H 1.03331 2.71138 0.94137 -1.0354 -0.6626 -1.3316
H 0.29478 1.54170 0.07363 -0.0348 0.4807 0.5823
O -0.78418 1.36255 3.11133 2.5706 0.8578 0.5514
H -0.23272 1.88041 3.76693 -1.2641 -0.6615 -0.8163
H -1.42686 0.87121 3.58954 -0.7126 -0.5424 1.1561
O -1.45925 1.66957 -2.57082 0.2349 1.1943 -2.2754
H -2.01394 1.24834 -1.94230 -1.4960 -0.3450 1.2998
H -2.08316 1.99305 -3.28247 1.0039 -0.2494 1.2223
O -3.44945 0.89912 -0.85583 0.8300 0.1356 -0.3384
H -4.17400 0.65203 -1.40725 -0.9944 -0.0746 -0.7006
H -3.42181 0.22820 -0.18110 -0.3524 -0.3988 0.7338
O -0.47154 -0.04836 -4.35337 -1.2232 -1.0451 0.9345
H 0.21408 0.54120 -4.61253 0.7126 0.8239 -0.2550
H -0.98973 0.40206 -3.63616 0.9598 -0.1940 -0.9415
```
Forces are in eV/Å.

Which charges does Mulliken predict for the atoms? In e, they are: 1.311, -0.790, 0.982, 0.067, 0.546, 0.016, -0.358, -0.732, 0.271, 0.339, 0.000, -0.490, 0.353, 0.402, -0.723, 0.284, 0.296, -0.433, 0.288, 0.280, -0.616, 0.439, 0.330, -0.629, 0.344, 0.169, -0.447, 0.255, 0.275, -0.537, 0.379, 0.389, -0.718, 0.296, 0.174, -0.650, 0.303, 0.290, -0.667, 0.430, 0.333, -0.693, 0.304, 0.290, -0.661, 0.277, 0.431

- What is the formula in the first record?
  C2H2OS2

- Among the records above, which one has the highest orbital gap?
  C2H2S2